1.
Formula: C4H13NO2
Source: the OMol25 dataset
Level of theory: ωB97M-V/def2-TZVPD

Output
Charge ... 0
HOMO level ... -9.079 eV
Energy relative to the best compared isomer or geometry (same formula, charge and spin) ... 1.716 eV
Frontier orbital gap ... 9.79 eV

Element x y z (Å)
C -0.87 -1.40 -0.46
C -1.05 0.07 -0.28
C -1.50 0.77 -1.64
N 0.06 0.81 0.40
C 1.34 0.94 -0.33
O 2.24 1.61 0.58
H -0.08 -1.65 -1.16
H -0.21 -1.79 0.29
H -1.74 -2.06 -0.81
H -1.89 0.20 0.40
H -1.59 1.89 -1.50
H -0.91 0.44 -2.54
H -2.51 0.36 -1.88
H 0.15 0.46 1.35
H 1.87 -0.11 -0.70
H 1.05 1.58 -1.16
H 1.59 2.15 1.09
O 1.22 -1.62 2.46
H 1.74 -0.83 2.48
H 1.07 -1.83 3.38

***

2.
Formula: C4H13NO2
Source: the OMol25 dataset
Level of theory: ωB97M-V/def2-TZVPD

Output
Charge ... 0
HOMO level ... -9.309 eV
Energy relative to the best compared isomer or geometry (same formula, charge and spin) ... 0.946 eV
Frontier orbital gap ... 10.24 eV

Element x y z (Å)
C 0.39 0.80 2.79
C 0.00 0.28 1.42
C -0.85 -0.70 1.15
C -1.16 -1.34 -0.19
N 0.02 -2.04 -0.72
H 1.40 1.21 2.79
H -0.31 1.53 3.20
H 0.37 -0.06 3.47
H 0.47 0.81 0.59
H -1.17 -1.29 2.02
H -2.01 -1.98 0.03
H -1.48 -0.62 -0.96
H 0.34 -2.66 0.02
H -0.26 -2.65 -1.48
O -0.06 2.58 -1.09
H 0.51 2.07 -1.69
H -0.58 3.12 -1.67
O 1.22 0.06 -2.37
H 1.11 -0.35 -1.50
H 2.13 -0.12 -2.57

***

3.
Formula: C4H13NO3
Source: the OMol25 dataset
Level of theory: ωB97M-V/def2-TZVPD

Output
Charge ... 0
HOMO level ... -9.455 eV
Energy relative to the best compared isomer or geometry (same formula, charge and spin) ... 1.418 eV
Frontier orbital gap ... 9.92 eV

Element x y z (Å)
C -1.93 0.97 1.40
C -0.52 0.83 0.85
N 0.02 -0.53 0.73
C 1.41 -0.63 0.32
C -0.45 -1.54 1.57
O 0.02 -2.66 1.51
H -2.51 0.06 1.25
H -2.46 1.83 1.00
H -1.90 1.14 2.48
H 0.18 1.50 1.37
H -0.48 1.24 -0.17
H 2.05 -0.45 1.20
H 1.57 0.07 -0.48
H 1.67 -1.62 -0.03
H -1.25 -1.25 2.25
O -0.55 -1.03 -3.01
H -0.72 -1.28 -2.09
H -1.29 -0.54 -3.37
O 2.52 1.62 -2.26
H 3.04 0.83 -2.23
H 1.57 1.43 -2.30

***

4.
Formula: C4H13NO3
Source: the OMol25 dataset
Level of theory: ωB97M-V/def2-TZVPD

Output
Charge ... 0
HOMO level ... -9.795 eV
Energy relative to the best compared isomer or geometry (same formula, charge and spin) ... 1.462 eV
Frontier orbital gap ... 10.42 eV

Element x y z (Å)
C 0.75 -1.78 -1.25
C -0.60 -2.11 -0.57
C -1.37 -0.83 -0.23
N -1.51 0.07 -1.33
C -1.35 1.44 -1.17
O -0.95 1.84 -0.09
H 1.47 -1.69 -0.41
H 0.75 -0.86 -1.83
H 1.10 -2.54 -1.95
H -0.48 -2.79 0.28
H -1.12 -2.65 -1.37
H -0.74 -0.39 0.59
H -2.29 -0.87 0.37
H -1.79 -0.24 -2.25
H -1.61 2.05 -2.02
O 2.54 2.39 1.24
H 3.44 2.13 1.00
H 2.06 2.63 0.41
O 0.34 1.12 3.82
H 1.13 1.67 3.86
H 0.22 1.40 2.90

***

5.
Formula: C4H13NO3
Source: the OMol25 dataset
Level of theory: ωB97M-V/def2-TZVPD

Output
Charge ... 0
HOMO level ... -8.230 eV
Energy relative to the best compared isomer or geometry (same formula, charge and spin) ... 2.472 eV
Frontier orbital gap ... 8.86 eV

Element x y z (Å)
C -1.00 -2.53 -0.57
C 0.26 -2.33 -0.20
C 0.71 -1.10 0.48
C 0.17 0.12 0.46
N 1.96 -1.29 1.11
H -1.32 -3.37 -1.17
H -1.74 -1.76 -0.36
H 1.00 -3.11 -0.36
H -0.82 0.30 0.08
H 0.77 0.92 0.88
H 2.53 -2.07 0.84
H 2.34 -0.40 1.40
O -1.83 2.09 -1.82
H -1.03 1.54 -1.86
H -2.62 1.59 -2.00
O -0.53 1.85 2.69
H -1.00 1.03 2.86
H -1.07 2.25 1.99
O 0.87 2.09 -1.82
H 0.99 2.82 -1.20
H 1.37 1.36 -1.42

***

6.
Formula: C4H13NO3
Source: the OMol25 dataset
Level of theory: ωB97M-V/def2-TZVPD

Output
Charge ... 0
HOMO level ... -9.482 eV
Energy relative to the best compared isomer or geometry (same formula, charge and spin) ... 1.619 eV
Frontier orbital gap ... 9.76 eV

Element x y z (Å)
C -0.08 0.67 0.47
C -0.55 -0.28 1.59
N 0.55 -0.94 2.28
C 0.29 -2.27 2.77
C 1.52 -0.20 2.89
O 2.34 -0.72 3.61
H 0.38 1.62 0.77
H -0.82 0.91 -0.28
H 0.76 0.16 -0.01
H -1.09 -1.01 1.00
H -1.18 0.32 2.25
H 0.21 -2.26 3.85
H 1.05 -3.02 2.53
H -0.63 -2.64 2.33
H 1.40 0.87 2.69
O -2.19 3.70 -4.64
H -2.84 3.00 -4.61
H -1.51 3.10 -4.29
O 0.57 -0.11 -5.27
H 0.31 -0.82 -4.69
H 1.53 -0.09 -5.24

***

7.
Formula: C4H13NOP
Source: the OMol25 dataset
Level of theory: ωB97M-V/def2-TZVPD

Output
Charge ... +1
HOMO level ... -13.393 eV
Energy relative to the best compared isomer or geometry (same formula, charge and spin) ... 3.312 eV
Frontier orbital gap ... 10.67 eV

Element x y z (Å)
C -1.14 -0.68 -0.62
C 1.35 -0.96 -0.76
C 0.14 -0.76 1.45
C 0.41 1.12 -0.08
N 0.18 -0.37 0.04
O -1.76 2.40 -0.69
P -1.09 2.02 0.78
H -1.76 -0.41 0.17
H -1.39 -0.22 -1.56
H -1.42 -1.68 -0.87
H 2.04 -1.18 -0.07
H 0.94 -1.85 -1.20
H 1.72 -0.31 -1.57
H 0.50 -0.12 2.25
H -0.82 -0.93 1.81
H 0.54 -1.77 1.56
H 0.32 1.29 -1.06
H 1.69 1.42 0.31
H -2.54 2.87 -0.66
H -0.43 3.28 0.97

***

8.
Formula: C4H13NOP
Source: the OMol25 dataset
Level of theory: ωB97M-V/def2-TZVPD

Output
Charge ... +1
HOMO level ... -13.992 eV
Energy relative to the best compared isomer or geometry (same formula, charge and spin) ... 3.216 eV
Frontier orbital gap ... 10.02 eV

Element x y z (Å)
C 2.98 -0.87 -0.56
N 2.40 0.31 -0.14
C 1.16 0.56 0.30
P -0.89 0.18 -0.15
C -2.70 0.02 -0.74
C -1.15 0.51 1.59
O -0.26 -1.26 -0.66
H 3.76 -0.62 -1.23
H 3.39 -1.49 0.34
H 2.15 -1.56 -0.90
H 3.18 1.03 0.16
H 1.04 1.52 0.76
H -0.63 1.26 -0.94
H -3.18 1.13 -0.73
H -2.99 -0.40 -1.77
H -3.43 -0.43 -0.11
H -1.04 1.63 1.65
H -2.23 0.23 1.95
H -0.45 -0.04 2.19
H -1.10 -1.71 -1.00

***

9.
Formula: C4H13NOS
Source: the OMol25 dataset
Level of theory: ωB97M-V/def2-TZVPD

Output
Charge ... -1
HOMO level (spin up / spin down) ... 1.003 / -5.780 eV
Spin multiplicity ... 2
Energy relative to the best compared isomer or geometry (same formula, charge and spin) ... 0.918 eV
Frontier orbital gap (spin up / spin down) ... 2.07 / 8.84 eV

Element x y z (Å)
C -0.21 1.44 -1.05
N 0.73 0.97 0.00
C 0.08 0.50 1.27
C 0.83 -0.72 1.76
S -0.19 -2.28 1.76
C 0.11 1.61 2.33
H -0.11 2.51 -1.24
H 0.01 0.85 -1.95
H -1.26 1.27 -0.80
H 1.29 1.79 0.22
H -0.93 0.29 0.96
H 1.76 -0.96 1.29
H 0.98 -0.73 2.84
H -0.53 -2.34 0.44
H 1.11 1.88 2.61
H -0.50 2.44 1.97
H -0.45 1.21 3.18
H -0.16 -2.99 -5.22
H -1.50 -3.59 -4.81
O -1.05 -3.15 -5.55

***

10.
Formula: C4H13NOS
Source: the OMol25 dataset
Level of theory: ωB97M-V/def2-TZVPD

Output
Charge ... 0
HOMO level ... -9.208 eV
Energy relative to the best compared isomer or geometry (same formula, charge and spin) ... 0.949 eV
Frontier orbital gap ... 9.95 eV

Element x y z (Å)
C 1.48 -2.38 0.75
C 0.92 -1.04 0.35
N 1.41 -0.62 -0.99
C -0.56 -1.00 0.27
C -1.36 0.28 0.06
S -1.00 1.42 1.41
H 0.74 -3.13 0.44
H 1.61 -2.48 1.82
H 2.40 -2.63 0.24
H 1.22 -0.20 0.97
H 2.35 -0.34 -0.93
H 1.38 -1.30 -1.71
H -0.91 -1.71 -0.51
H -1.00 -1.54 1.15
H -1.17 0.55 -0.99
H -2.46 0.06 0.02
H 0.28 1.33 1.75
O -0.14 1.89 -2.75
H 0.18 1.10 -2.29
H -0.83 2.15 -2.12

***

11.
Formula: C4H13NOS
Source: the OMol25 dataset
Level of theory: ωB97M-V/def2-TZVPD

Output
Charge ... 0
HOMO level ... -9.221 eV
Energy relative to the best compared isomer or geometry (same formula, charge and spin) ... 0.480 eV
Frontier orbital gap ... 9.95 eV

Element x y z (Å)
C -1.72 -0.56 -1.40
C -1.11 0.13 -0.19
N -2.16 0.92 0.49
C -0.54 -0.88 0.81
C 0.98 -0.86 0.93
S 1.91 -1.37 -0.57
H -2.60 -1.17 -1.17
H -1.06 -1.35 -1.79
H -1.93 0.13 -2.22
H -0.31 0.75 -0.57
H -1.70 1.59 1.10
H -2.66 1.47 -0.20
H -0.91 -0.68 1.81
H -0.93 -1.88 0.58
H 1.29 0.16 1.16
H 1.33 -1.54 1.69
H 1.01 -1.14 -1.54
O 3.65 2.19 0.74
H 4.10 2.70 0.06
H 3.34 1.39 0.29

***

12.
Formula: C4H13NOS
Source: the OMol25 dataset
Level of theory: ωB97M-V/def2-TZVPD

Output
Charge ... 0
HOMO level ... -9.219 eV
Energy relative to the best compared isomer or geometry (same formula, charge and spin) ... 1.530 eV
Frontier orbital gap ... 9.73 eV

Element x y z (Å)
C -1.82 -1.94 -0.18
C -0.80 -0.71 -0.28
N 0.12 -0.99 -1.39
C -0.25 -0.46 1.22
C 0.92 0.61 1.27
S 0.23 2.27 1.30
H -1.12 -2.79 -0.36
H -2.21 -2.05 0.84
H -2.61 -1.94 -0.90
H -1.46 0.11 -0.55
H 1.05 -0.91 -0.93
H 0.24 -0.31 -2.19
H -0.04 -1.43 1.53
H -1.09 -0.04 1.74
H 1.50 0.58 0.36
H 1.62 0.30 2.05
H 0.91 2.72 2.44
O 1.46 2.17 -2.35
H 2.15 2.76 -2.25
H 1.22 2.06 -1.35